An isolated ion of composition C5H13N2O and charge -1 in a non-equilibrium geometry. Source: OMol25; level of theory: ωB97M-V/def2-TZVPD.

Properties
**Structure (SMILES)**: CN(CCN)CC[O-]
**Highest occupied orbital energy**: -2.324 eV
**Frontier orbital gap**: 6.31 eV
**Net charge**: -1
**Energy above the lowest of the compared OMol25 structures with the same formula, charge and spin**: 3.312 eV

Element x y z (Å)
H (-2.066, -1.535, 1.365)
H (-1.666, -0.460, -1.308)
H (1.966, 1.306, 0.980)
H (0.187, 2.947, -0.120)
N (-1.180, -2.527, -0.175)
O (2.110, -0.708, 0.552)
H (-2.529, 0.411, -0.274)
H (-1.494, 2.624, -0.505)
H (0.843, 1.397, -1.594)
H (-0.217, -1.088, 0.999)
H (0.799, -0.329, -1.270)
H (-1.227, -2.261, -1.213)
C (0.848, 0.622, -0.748)
C (-1.260, -1.254, 0.610)
C (-0.615, 2.331, 0.049)
H (3.057, 0.852, -0.348)
C (-1.529, -0.034, -0.300)
C (2.143, 0.505, 0.198)
H (-0.808, 2.421, 1.169)
N (-0.383, 0.996, 0.007)
H (-0.300, -2.917, 0.023)

=====

An isolated ion of composition C5H13N2O and charge -1 in a non-equilibrium geometry. Source: OMol25; level of theory: ωB97M-V/def2-TZVPD.

Properties
**Structure (SMILES)**: CN[C@@H](C[O-])CCN
**Highest occupied orbital energy**: -2.564 eV
**Frontier orbital gap**: 6.40 eV
**Net charge**: -1
**Energy above the lowest of the compared OMol25 structures with the same formula, charge and spin**: 1.487 eV

Element x y z (Å)
H (-1.528, 1.742, -0.533)
C (-0.795, -0.076, -0.106)
H (2.249, -0.449, 1.954)
C (0.411, 2.092, 0.166)
C (-2.278, -0.540, -0.645)
C (0.292, -0.943, -0.721)
N (-0.616, 1.287, -0.533)
C (1.677, -1.156, 0.104)
H (0.657, -0.653, 1.808)
H (-2.398, -1.451, -0.014)
H (-0.886, -0.118, 1.000)
N (1.545, -1.061, 1.557)
H (-2.128, -0.768, -1.712)
H (0.091, 3.107, 0.442)
H (0.720, 1.625, 1.105)
O (-3.167, 0.414, -0.348)
H (2.479, -0.486, -0.236)
H (0.028, -2.005, -0.749)
H (1.144, 2.234, -0.638)
H (0.568, -0.614, -1.725)
H (1.935, -2.182, -0.174)

=====

An isolated ion of composition C5H13N2O and charge +1 in a non-equilibrium geometry. Source: OMol25; level of theory: ωB97M-V/def2-TZVPD.

Properties
**Structure (SMILES)**: C=C(N)C[C@H]([NH3+])CO
**Highest occupied orbital energy**: -12.811 eV
**Frontier orbital gap**: 9.83 eV
**Net charge**: +1
**Energy above the lowest of the compared OMol25 structures with the same formula, charge and spin**: 1.490 eV

Element x y z (Å)
C (0.220, 0.986, 0.207)
H (-1.602, 2.040, 0.641)
H (0.680, -0.899, -3.172)
N (-0.163, -2.057, -0.059)
H (0.621, 1.939, -0.111)
H (1.451, 0.622, 1.821)
C (-0.476, 0.188, -0.903)
H (-1.105, -2.052, 0.301)
H (2.025, 0.003, 0.378)
C (-0.841, 1.476, 1.182)
H (0.796, -2.601, -2.545)
C (0.057, -1.207, -1.154)
O (-0.168, 2.383, 2.050)
H (-0.796, 2.934, 2.541)
N (1.194, 0.165, 0.941)
H (0.130, -3.021, -0.146)
H (-1.271, 0.601, 1.687)
C (0.568, -1.560, -2.324)
H (-0.534, 0.761, -1.819)
H (0.757, -0.742, 1.190)
H (-1.543, 0.041, -0.708)

=====

An isolated ion of composition C5H13N2O and charge +1 in a non-equilibrium geometry. Source: OMol25; level of theory: ωB97M-V/def2-TZVPD.

Properties
**Structure (SMILES)**: C=NCC[C@H]([NH3+])CO
**Highest occupied orbital energy**: -14.117 eV
**Frontier orbital gap**: 11.39 eV
**Net charge**: +1
**Energy above the lowest of the compared OMol25 structures with the same formula, charge and spin**: 1.516 eV

Element x y z (Å)
H (1.380, -0.002, -0.303)
C (-0.160, -0.624, 1.664)
H (-0.939, 0.691, 3.803)
H (-1.261, 1.084, -0.949)
C (-0.788, 1.277, 2.877)
C (-0.363, -1.059, 0.217)
H (-0.083, -2.105, 0.098)
O (1.289, 0.190, -2.860)
N (-0.250, 1.155, -0.897)
H (1.853, -0.188, -3.537)
H (-0.335, -1.071, -2.617)
H (0.167, 1.610, -1.732)
N (-0.485, 0.804, 1.761)
C (0.587, -0.799, -2.107)
H (1.186, -1.685, -2.002)
H (0.876, -0.686, 1.981)
H (-1.431, -1.066, 0.005)
C (0.415, -0.193, -0.740)
H (-0.018, 1.669, -0.026)
H (-0.950, 2.315, 3.038)
H (-0.692, -1.318, 2.327)

=====

A 2-piece molecular cluster, C5H13N2O overall in a non-equilibrium geometry. Source: OMol25; level of theory: ωB97M-V/def2-TZVPD.

Properties
**<S²>**: 0.76
**2S+1**: 2
**Highest occupied orbital energy (alpha / beta)**: -19.578 / -19.569 eV
**Frontier orbital gap (alpha / beta)**: 10.65 / 6.21 eV
**Net charge**: +2
**Energy above the lowest of the compared OMol25 structures with the same formula, charge and spin**: 2.371 eV

Element x y z (Å)
C (-2.076, 0.547, -0.754)
N (1.419, -0.929, 0.210)
C (2.457, 0.035, -0.256)
H (-3.042, 0.558, -1.272)
O (-1.330, 0.049, 1.447)
H (-1.429, -0.249, -1.143)
H (3.456, -0.372, -0.042)
H (0.369, -1.921, 1.591)
H (-3.379, 1.055, 2.171)
H (-3.853, -0.376, 1.651)
C (2.305, 0.247, -1.760)
N (-3.551, 0.544, 1.284)
H (-1.658, 1.545, -0.951)
H (2.904, 1.101, -2.062)
H (1.062, -1.519, -0.539)
H (1.248, 0.494, -1.935)
C (-2.252, 0.377, 0.722)
H (2.387, 0.906, 0.393)
C (1.047, -1.094, 1.420)
H (1.344, -0.349, 2.149)
H (2.573, -0.650, -2.322)

=====

An isolated molecule of C5H13N2O2P in a non-equilibrium geometry. Source: OMol25; level of theory: ωB97M-V/def2-TZVPD.

Properties
**Structure (SMILES)**: CN(N1CCCC1)P(O)O
**Highest occupied orbital energy**: -8.698 eV
**Frontier orbital gap**: 9.41 eV
**Net charge**: 0
**Energy above the lowest of the compared OMol25 structures with the same formula, charge and spin**: 3.035 eV

Element x y z (Å)
C (-2.581, -0.849, -0.444)
O (3.440, -0.080, -0.843)
H (3.469, 0.088, 1.121)
H (3.240, -0.099, -1.824)
C (-2.308, -0.492, 1.050)
C (1.440, 1.789, -0.394)
N (-0.518, 0.298, -0.016)
H (-1.303, 0.153, -1.992)
H (1.691, 2.184, -1.355)
H (-2.879, -1.095, 1.791)
O (2.806, -0.655, 1.369)
H (-0.317, -1.381, 1.261)
H (-2.789, -1.944, -0.510)
N (0.907, 0.432, -0.493)
H (-2.685, 0.489, 1.144)
C (-0.821, -0.366, 1.150)
H (-0.463, 0.391, 1.913)
P (2.124, -0.874, -0.175)
H (-0.626, -1.521, -1.241)
C (-1.205, -0.521, -1.113)
H (0.586, 2.391, 0.071)
H (-3.427, -0.226, -0.804)
H (2.218, 1.890, 0.334)

=====

An isolated ion of composition C5H13N2S and charge -1 in a non-equilibrium geometry. Source: OMol25; level of theory: ωB97M-V/def2-TZVPD.

Properties
**Structure (SMILES)**: C[C@@H](C[S-])NCCN
**Highest occupied orbital energy**: -2.259 eV
**Frontier orbital gap**: 5.86 eV
**Net charge**: -1
**Energy above the lowest of the compared OMol25 structures with the same formula, charge and spin**: 0.868 eV

Element x y z (Å)
H (-0.199, 0.712, 2.673)
N (-0.822, -1.938, -2.221)
H (0.517, 2.322, 2.189)
H (-0.249, -1.536, -2.939)
H (-2.355, -1.538, -0.856)
H (2.050, 2.047, 0.106)
N (0.625, -0.457, 0.241)
S (0.170, 3.509, -0.515)
H (1.515, -0.783, 0.585)
H (-0.915, -2.929, -2.369)
C (0.547, 1.248, 2.074)
H (-0.750, 1.097, 0.435)
C (-1.308, -1.283, -1.030)
H (1.485, 0.853, 2.413)
C (-0.406, -1.440, 0.204)
H (-1.280, -0.234, -1.275)
C (1.048, 1.915, -0.312)
C (0.308, 0.910, 0.600)
H (1.121, 1.469, -1.304)
H (-1.085, -1.479, 1.089)
H (-0.015, -2.463, 0.213)

=====

A 2-piece molecular cluster, C5H13N2S overall in a non-equilibrium geometry. Source: OMol25; level of theory: ωB97M-V/def2-TZVPD.

Properties
**Highest occupied orbital energy**: -2.902 eV
**Frontier orbital gap**: 6.92 eV
**Net charge**: -1
**Energy above the lowest of the compared OMol25 structures with the same formula, charge and spin**: 0.649 eV

Element x y z (Å)
S (-0.857, -0.114, -2.301)
C (-1.769, 1.433, -0.237)
N (1.060, 0.054, 1.469)
C (1.767, -1.415, -0.401)
H (0.924, 0.158, 2.454)
H (0.895, -1.188, -1.037)
H (-3.118, 0.421, -1.599)
N (-0.401, 1.936, -0.316)
C (1.423, -1.184, 1.012)
H (1.105, -2.097, 2.954)
H (-0.424, 2.956, -0.579)
H (-2.482, 2.197, 0.075)
H (2.046, -2.445, -0.554)
C (1.410, -2.222, 1.903)
H (2.622, -0.758, -0.711)
H (0.554, 0.690, 0.858)
H (-2.272, 1.859, -2.223)
C (-2.145, 0.944, -1.607)
H (-0.003, 1.418, -1.138)
H (-1.819, 0.602, 0.504)
H (1.483, -3.245, 1.474)

=====

C5H13N2S as an isolated structure in a non-equilibrium geometry. Source: OMol25; level of theory: ωB97M-V/def2-TZVPD.

Properties
**Highest occupied orbital energy**: -2.562 eV
**Frontier orbital gap**: 5.82 eV
**Net charge**: -1
**Energy above the lowest of the compared OMol25 structures with the same formula, charge and spin**: 4.852 eV

Element x y z (Å)
H (2.052, 2.240, -0.916)
H (-1.128, -1.263, 2.488)
C (-1.079, -0.488, 1.680)
H (-1.745, -2.130, 0.494)
H (-1.307, 1.785, -0.171)
H (0.174, -2.591, -0.697)
H (-0.008, 0.592, -2.116)
N (0.669, 2.092, 0.694)
H (-1.077, -0.852, -0.437)
H (1.067, -1.445, 0.398)
H (-0.074, 0.055, 1.758)
C (0.192, -2.210, 0.320)
H (-0.008, 2.409, -2.453)
H (2.201, 0.669, -1.367)
C (0.350, 1.542, -1.708)
C (-0.940, -1.398, 0.463)
H (0.681, 1.068, 0.330)
H (-2.001, 0.141, 1.599)
N (1.838, 1.579, -1.693)
C (-0.207, 1.780, -0.241)
S (0.350, -3.576, 1.576)

=====

An isolated ion of composition C5H13N2S and charge +1 in a non-equilibrium geometry. Source: OMol25; level of theory: ωB97M-V/def2-TZVPD.

Properties
**Highest occupied orbital energy (alpha / beta)**: -12.720 / -12.511 eV
**Frontier orbital gap (alpha / beta)**: 7.78 / 7.61 eV
**Net charge**: +1
**Energy above the lowest of the compared OMol25 structures with the same formula, charge and spin**: 8.205 eV

Element x y z (Å)
N (0.047, 0.302, -0.984)
H (1.467, -0.618, -2.183)
H (-1.372, 0.833, 0.508)
C (0.589, -0.850, -1.687)
H (-0.386, 0.135, 2.403)
H (-0.033, 2.698, 0.142)
S (-1.433, -1.272, 0.831)
H (-0.096, -1.498, 2.683)
H (1.617, 2.939, -0.259)
C (-1.312, 0.202, -0.255)
H (-1.318, -3.399, 0.696)
H (1.351, 0.106, 0.589)
H (0.099, 0.977, -1.755)
C (1.089, 0.833, -0.102)
H (0.008, -1.114, -2.621)
H (0.798, -1.726, -0.870)
C (0.879, 2.219, 0.228)
H (1.274, 2.551, 1.273)
C (-0.284, -0.757, 2.011)
H (-2.146, 0.061, -0.941)
N (-0.837, -2.622, 0.292)

=====

> Which formula does entry 8 have?

C5H13N2S